ORCA calculation (wB97M-V/def2-TZVPD) on a molecular structure, C15H11BrN4O2PdSe2.

Structure (XYZ):
```
36
Properties=species:S:1:pos:R:3:forces:R:3:nbo_charge:R:1
Pd -1.451070 0.675464 2.340611 1.216 -0.343 -1.015 0.89
Br -3.746837 2.533943 2.416890 -0.466 0.143 0.097 0.21
Se -0.029223 1.565616 4.315319 -0.699 -0.120 -0.241 0.45
Se -1.761370 -1.810226 1.643435 -0.589 0.656 0.287 0.28
O 1.460812 1.431922 -0.534355 -0.451 -0.222 0.742 -0.52
O 0.397812 0.607198 1.270963 -0.097 -0.407 -0.410 -0.66
N -1.976962 -0.672385 4.529979 0.345 0.511 -0.612 -0.22
N -1.448674 2.338102 1.082726 -0.247 -0.043 1.211 -0.44
N 0.578749 -3.038984 0.716208 -0.083 0.524 -0.049 -0.46
N -0.133007 -1.557610 -0.732222 -0.725 0.132 0.204 -0.30
C 3.257831 -3.584010 -1.720311 0.055 0.322 -0.558 -0.13
C -2.464522 3.182628 1.213035 -0.029 -0.452 0.276 0.14
C -0.373017 3.749768 -0.446055 0.042 0.220 -0.245 -0.18
C 2.794762 -2.596786 -2.661503 0.517 -0.483 0.110 -0.14
C 0.588785 1.499301 0.303649 0.594 -0.543 -0.292 0.73
C -1.432080 4.643151 -0.314480 -0.105 0.134 0.006 -0.08
C -0.412972 2.592551 0.289667 -0.302 0.029 0.225 0.09
C 1.005354 -2.094259 -1.242575 0.381 -0.365 0.180 0.22
C 1.474459 -3.051336 -0.308103 -0.208 0.192 -0.366 0.14
C -0.393166 -2.118146 0.480485 0.618 -0.012 -0.606 0.16
C 2.620221 -3.819242 -0.538513 -0.054 -0.123 0.215 -0.21
C -1.018224 -0.640280 -1.479544 0.518 -0.470 0.027 -0.41
C -2.509854 4.368815 0.527016 0.108 0.249 -0.291 -0.23
C 1.678264 -1.848602 -2.444926 -0.143 0.237 -0.054 -0.24
C -1.176862 0.188173 4.575704 0.169 0.197 0.492 -0.10
H -1.639643 -0.107748 -0.789817 -0.318 0.238 0.418 0.22
H -0.407693 0.057419 -2.039333 0.134 0.047 -0.011 0.25
H 1.349366 -1.094974 -3.154743 0.026 -0.177 0.131 0.25
H 0.631989 -3.595576 1.555083 -0.036 -0.021 0.138 0.46
H -1.425855 5.570271 -0.871458 0.014 0.018 -0.015 0.26
H -1.644007 -1.208754 -2.160531 -0.018 -0.121 -0.042 0.25
H 3.361453 -2.442077 -3.574696 -0.043 -0.090 0.152 0.25
H 4.143443 -4.159841 -1.963597 -0.053 0.114 -0.019 0.25
H 0.470965 3.941871 -1.099090 -0.070 -0.032 0.067 0.28
H 2.973791 -4.557364 0.176378 -0.071 0.132 -0.142 0.26
H -3.343028 5.051991 0.638713 0.071 -0.069 -0.010 0.28
```
Forces are in eV/Å.

The value obtained for the LUMO energy (spin up / spin down) is -10.18 / -10.19 eV. The frontier orbital gap (spin up / spin down) is 4.6 / 4.6 eV. As for the spin multiplicity: 1. The calculation puts the energy relative to the best compared isomer or geometry (same formula, charge and spin) at 14.5 kcal/mol. As for the total charge: +2. The value obtained for the HOMO energy (spin up / spin down) is -14.8 / -14.8 eV.

ORCA calculation (wB97M-V/def2-TZVPD) on a molecular structure, C15H11Cl2N6O2Zn.

Structure (XYZ):
```
37
Properties=species:S:1:pos:R:3:forces:R:3:nbo_charge:R:1
Zn -0.805639 -0.063251 -2.012413 -0.070 -0.003 0.050 1.68
Cl 2.974536 2.731591 -2.845455 0.006 0.003 0.005 0.12
Cl 4.248795 2.244974 2.314094 -0.010 -0.009 0.006 0.13
O 0.864714 0.961607 -2.160390 0.017 0.008 0.011 -0.73
O -1.491637 -1.547672 0.208036 0.008 0.029 -0.004 -0.55
N -3.418432 1.296248 3.016915 0.017 -0.004 0.003 -0.77
N -3.438379 2.043413 -1.470732 -0.080 -0.063 -0.059 -0.79
N -1.791685 0.271436 1.791289 -0.011 0.021 -0.021 -0.65
N -1.772899 0.708163 -0.570842 -0.016 -0.015 -0.032 -0.92
N -3.482166 1.628228 0.764727 0.054 -0.008 -0.014 -0.62
N 0.031010 -1.786198 -1.555357 0.017 -0.007 -0.023 -0.66
C -1.303353 -0.049894 0.552592 0.013 -0.035 -0.045 0.57
C 0.714942 -2.719008 -2.149998 -0.010 0.023 0.022 0.11
C 3.521066 2.406188 -0.255205 -0.009 0.002 -0.006 -0.25
C 0.442795 -2.940659 0.587454 0.006 -0.015 -0.020 -0.08
C 2.190668 0.945764 1.190836 -0.033 -0.028 -0.013 -0.19
C 0.240796 -0.372931 0.553890 -0.029 -0.036 0.039 -0.32
C 1.325796 -3.787789 -1.460587 0.016 -0.019 -0.031 -0.18
C -2.865398 1.033650 1.821234 -0.020 -0.004 0.026 0.61
C 1.343359 0.579243 0.176719 0.032 0.024 0.017 -0.06
C 2.705791 2.075792 -1.297550 0.014 0.006 -0.006 -0.07
C 1.574218 1.171899 -1.138944 -0.039 -0.036 0.012 0.50
C 1.155876 -3.892605 -0.075121 -0.010 0.012 0.035 -0.22
C -2.889577 1.444255 -0.388486 0.030 0.026 0.062 0.63
C 3.255836 1.843174 0.995285 0.040 0.032 -0.009 0.04
C -0.130449 -1.761487 -0.098155 0.003 0.016 0.000 0.31
H 2.043797 0.543714 2.183991 0.006 0.003 0.003 0.25
H -4.188115 2.689003 -1.294010 0.000 0.017 -0.006 0.42
H 1.873356 -4.529638 -2.022095 0.002 0.005 -0.004 0.24
H -2.942411 2.115783 -2.338207 0.039 0.044 0.005 0.38
H 4.348157 3.088074 -0.389495 0.001 0.000 -0.001 0.27
H 0.399202 -0.619192 1.602171 0.023 0.019 -0.003 0.27
H 0.791059 -2.666060 -3.230212 0.001 -0.004 -0.003 0.22
H -3.073586 0.824005 3.831827 -0.002 0.000 0.003 0.41
H -4.262571 1.836612 3.055580 -0.003 -0.001 -0.005 0.41
H 1.565102 -4.740347 0.457208 -0.005 0.000 0.005 0.25
H 0.245427 -3.006086 1.649404 0.001 -0.005 0.001 0.24
```
Forces are in eV/Å.

The value obtained for the LUMO energy (spin up / spin down) is -6.10 / -5.15 eV. The frontier orbital gap (spin up / spin down) is 5.1 / 6.2 eV. As for the spin multiplicity: 1. As for the total charge: +1. The value obtained for the HOMO energy (spin up / spin down) is -11.2 / -11.3 eV.

ORCA calculation (wB97M-V/def2-TZVPD) on a molecular structure, C15H12AsF30NaO3.

Structure (XYZ):
```
62
Properties=species:S:1:pos:R:3:forces:R:3:nbo_charge:R:1
As -1.799240 3.953451 -0.489088 0.757 0.846 -1.276 2.80
Na -1.645700 0.496471 -0.478068 0.118 0.483 0.015 0.94
F -4.582490 -1.932469 -0.803658 0.550 -2.327 -0.238 -0.29
F 2.569610 4.479541 4.852482 -0.821 1.109 1.275 -0.29
F -3.984200 -1.231289 -5.493328 -2.336 -0.183 -0.048 -0.33
F 3.181880 -4.261019 -3.363628 -0.236 0.286 -0.768 -0.30
F -2.755500 -2.140519 -2.949048 -0.460 -0.745 -0.245 -0.32
F 1.321420 -0.316689 -0.728018 0.600 1.182 0.396 -0.32
F 4.428140 -6.560919 -2.439528 -0.650 0.416 -0.274 -0.31
F -2.372050 0.155781 -5.671508 0.200 0.400 0.819 -0.32
F 5.578590 2.606621 4.249492 -0.565 0.548 -0.921 -0.32
F -0.968060 4.343691 1.033212 -0.571 -0.838 -1.322 -0.61
F 1.135610 -2.534919 1.346532 0.907 1.276 0.300 -0.31
F 3.603660 4.485921 2.968572 0.311 0.667 0.078 -0.33
F 4.715070 -3.808509 -1.917978 1.012 0.954 -0.176 -0.32
F 5.382580 4.594151 5.138592 0.233 0.977 -0.496 -0.31
F -0.133590 -0.449409 3.524612 -0.810 -1.710 -1.194 -0.32
F -3.480330 -0.432179 1.070412 2.102 -1.029 1.173 -0.33
F 2.013560 0.356901 2.059752 0.531 -0.084 0.474 -0.32
F -0.941450 5.265701 -1.339078 -0.774 -1.191 1.090 -0.61
F -0.483130 2.803221 -1.057158 -1.103 0.577 0.984 -0.66
F -2.568010 2.460111 0.255452 0.506 0.986 -0.367 -0.68
F -0.547860 1.501811 4.226492 0.026 1.017 -0.231 -0.32
F 2.445550 -6.357889 -1.405598 -0.454 -0.402 -0.928 -0.32
F 0.207820 1.296661 1.473422 -0.719 0.721 -0.381 -0.33
F -6.079760 -0.484149 -1.174198 -1.281 0.106 -0.202 -0.31
F -1.528960 -0.446489 -3.164438 0.408 1.251 0.497 -0.33
F -3.129590 4.992601 -0.013298 0.858 -1.014 -0.234 -0.60
F -5.611150 -0.850999 1.557632 0.191 -1.061 0.105 -0.30
F 0.520260 -1.671089 -2.118358 -0.403 -0.956 -0.460 -0.31
F -2.616390 3.579041 -2.023188 0.249 -0.087 1.206 -0.62
F -0.717720 -1.792619 0.485052 -0.839 1.782 0.013 -0.34
O -3.960870 0.119251 -1.528408 -0.240 -1.205 1.016 -0.56
O 2.771960 2.568391 3.713342 0.741 0.276 0.811 -0.54
O 2.556520 -3.676979 -1.255538 0.923 0.054 -1.188 -0.54
C -4.864460 -0.679369 -0.711178 0.883 2.746 -0.824 0.85
C 3.511360 -4.330459 -2.090118 -1.216 -0.942 2.128 0.85
C -3.964950 -0.105029 -2.948618 0.685 0.145 -0.358 -0.15
C 0.470580 -2.322389 0.202272 0.412 -3.186 -1.705 0.51
C 3.373270 3.797891 4.104632 0.976 -2.997 -2.770 0.85
C -4.739870 -0.225419 0.766222 -1.425 2.336 -1.342 0.51
C 4.723310 3.479331 4.838202 -0.589 -1.298 1.642 0.51
C 1.255000 -1.621059 -1.008058 0.228 -0.683 2.225 0.62
C 2.671610 -2.211369 -1.198748 -0.390 -1.052 -0.036 -0.14
C 1.738650 2.673561 2.725362 -0.364 -0.297 0.189 -0.14
C 3.664090 -5.818709 -1.608208 -0.268 0.311 1.359 0.51
C 1.102390 1.267641 2.476132 0.688 0.699 0.198 0.62
C -2.763890 -0.987079 -5.060018 0.893 -0.451 -0.595 0.51
C -2.746520 -0.905039 -3.489628 -0.602 0.064 -0.505 0.61
C 0.428600 0.726821 3.728182 0.901 -0.430 1.524 0.51
H -3.931390 0.880001 -3.414108 -0.059 0.075 0.076 0.24
H 0.244850 -3.346169 -0.096048 0.010 -0.026 -0.772 0.14
H 3.085020 -1.807959 -2.123118 0.012 0.044 0.048 0.22
H -4.840830 -0.630589 -3.329048 -0.119 0.031 0.367 0.23
H 0.931790 3.274011 3.145542 -0.107 0.293 -0.407 0.22
H 1.169320 0.511931 4.498412 0.352 0.704 0.123 0.15
H 4.496040 3.002331 5.791572 -0.531 -0.024 0.097 0.14
H -2.193440 -1.790559 -5.525978 0.821 -0.146 0.894 0.16
H 4.107380 -5.883259 -0.614508 0.512 0.595 -0.096 0.14
H 3.309450 -1.999819 -0.340548 -0.168 0.402 -0.086 0.23
H 2.162120 3.102371 1.817132 -0.411 -0.187 -0.137 0.23
H -4.925660 0.837221 0.922322 -0.087 0.194 -0.540 0.17
```
Forces are in eV/Å.

The value obtained for the LUMO energy is 0.08 eV. The frontier orbital gap is 12.1 eV. As for the spin multiplicity: 1. The calculation puts the energy relative to the best compared isomer or geometry (same formula, charge and spin) at 0.0 kcal/mol. The value obtained for the HOMO energy is -12.0 eV.

Calculated max |F|, 0.032; 0.002; 0.082 Eh/bohr (same order as the records).
Calculated molecular weight, 623.52; 443.59; 908.11 g/mol (same order as the records).
Calculated E_tot, -229984.9966; -102224.9845; -168676.1337 eV (same order as the records).